{
  "formula": "C6H14",
  "method": "ωB97M-V/def2-TZVPD",
  "smiles": "C=CC.CCC",
  "relative_energy_ev": 2.1040,
  "lumo_energy_ev": 1.1,
  "total_energy_ev": -6447.30485,
  "homo_energy_ha": -0.3441,
  "species": ["C", "C", "C", "C", "C", "C", "H", "H", "H", "H", "H", "H", "H", "H", "H", "H", "H", "H", "H", "H"],
  "coordinates": [[0.59, 2.18, 3.51], [1.88, 3.01, 1.48], [-0.72, -0.89, -1.47], [-1.91, -3.15, -2.19], [-0.76, -2.11, -2.38], [1.54, 2.04, 2.60], [-0.18, -0.07, -1.93], [-1.55, -4.03, -1.66], [0.24, -2.54, -2.37], [0.16, 3.13, 3.84], [1.10, 2.98, 0.74], [-0.24, -1.23, -0.54], [2.82, 2.58, 1.15], [0.32, 1.36, 4.17], [-0.93, -1.86, -3.44], [2.12, 4.05, 1.75], [-2.76, -2.67, -1.70], [2.29, 1.29, 2.76], [-1.75, -0.66, -1.15], [-2.27, -3.41, -3.18]],
  "mulliken_charge": [-0.68, -0.88, -1.02, -0.99, -0.24, -0.10, 0.30, 0.25, 0.31, 0.25, 0.24, 0.27, 0.27, 0.25, 0.24, 0.32, 0.30, 0.32, 0.29, 0.29]
}